ORCA calculation (ωB97M-V/def2-TZVPD) on a structure of composition C14H28Br2N2O5 in a non-equilibrium geometry.

CARTESIAN COORDINATES (ANGSTROEM)
N: -0.083 0.735 1.156
H: -0.227 -0.257 1.277
H: -0.302 1.022 0.213
H: 0.832 1.019 1.478
H: -0.760 1.120 1.799
C: 2.853 1.239 3.354
C: 2.101 0.255 2.456
O: 0.834 -0.117 3.095
H: 2.097 1.992 3.576
H: 3.616 1.798 2.814
H: 3.417 0.777 4.165
H: 2.730 -0.610 2.246
H: 1.941 0.709 1.478
C: -2.767 2.766 2.122
C: -2.262 1.540 2.800
O: -0.908 1.454 2.983
H: -2.462 2.806 1.076
H: -2.414 3.682 2.596
H: -3.834 2.543 2.134
H: -2.587 0.688 2.204
H: -2.870 1.441 3.700
C: -1.720 -2.395 -0.178
C: -1.436 -1.821 1.233
O: -0.071 -1.429 1.477
H: -1.208 -3.342 -0.348
H: -1.323 -1.635 -0.850
H: -2.763 -2.703 -0.255
H: -1.872 -2.530 1.937
H: -2.103 -0.974 1.397
Br: -0.886 2.762 -0.501
C: -0.971 2.719 -2.463
C: -0.975 1.166 -2.888
Br: -0.778 1.158 -4.855
H: -0.292 3.424 -2.942
H: -1.935 3.189 -2.660
H: -1.915 0.660 -2.666
H: -0.119 0.606 -2.512
C: 1.517 -2.799 -3.948
C: 0.522 -1.894 -3.580
C: 0.444 -1.263 -2.344
C: 1.524 -1.404 -1.450
C: 2.493 -2.308 -1.850
C: 2.528 -2.939 -3.111
N: 1.535 -0.701 -0.154
O: 0.990 0.400 0.025
O: 2.215 -1.232 0.761
H: 1.443 -3.288 -4.908
H: -0.212 -1.544 -4.291
H: -0.377 -0.594 -2.132
H: 3.370 -2.449 -1.235
H: 3.429 -3.442 -3.429

Summary:
- ΔE to the lowest compared entry with this formula, charge and spin: 341.1 kcal/mol
- E_tot: -6183.1832 hartree
- Charge: -2
- Frontier orbital gap: 1.990 eV



ORCA calculation (ωB97M-V/def2-TZVPD) on a structure of composition C18H11BF12IrN3O8S2 in a non-equilibrium geometry.

CARTESIAN COORDINATES (ANGSTROEM)
Ir: -0.277 0.327 -0.661
O: 4.939 -2.128 -1.454
C: 4.963 -0.860 -1.808
O: 5.978 -0.295 -2.155
C: 3.670 -0.128 -1.774
C: 3.545 1.216 -2.114
N: 2.272 1.554 -1.973
N: 1.533 0.505 -1.574
C: 2.379 -0.526 -1.420
C: 1.858 -1.822 -0.831
O: 2.657 -2.775 -0.751
O: 0.648 -1.795 -0.509
H: 3.998 -2.420 -1.178
H: 4.290 1.925 -2.427
H: 1.846 2.475 -2.094
F: -4.625 -0.698 1.770
C: -4.576 -1.072 0.484
F: -4.703 0.017 -0.263
F: -5.618 -1.877 0.258
S: -2.949 -1.950 0.151
O: -2.198 -0.939 -0.581
O: -2.499 -2.362 1.439
N: -3.293 -3.191 -0.718
S: -3.700 -3.108 -2.244
O: -2.668 -3.564 -3.124
O: -4.452 -1.935 -2.595
C: -4.932 -4.480 -2.259
F: -5.443 -4.579 -3.498
F: -5.943 -4.261 -1.414
F: -4.378 -5.653 -1.947
F: -0.882 2.408 -2.596
C: -1.453 1.472 -1.761
F: -2.448 2.150 -1.085
H: -1.960 0.727 -2.408
F: 2.198 4.282 -2.172
B: 1.642 4.378 -0.840
F: 2.693 4.256 0.066
F: 0.977 5.581 -0.693
F: 0.781 3.277 -0.737
C: 3.228 1.187 3.656
C: 3.332 1.300 2.255
C: 2.223 1.175 1.471
C: 0.942 0.927 2.026
C: -0.251 0.774 1.237
C: -1.461 0.664 1.880
C: -1.549 0.610 3.284
C: -0.426 0.682 4.050
C: 0.837 0.860 3.441
C: 2.010 0.983 4.229
H: 4.113 1.283 4.272
H: 4.291 1.500 1.795
H: 2.304 1.318 0.410
H: -2.371 0.596 1.303
H: -2.522 0.480 3.741
H: -0.482 0.611 5.131
H: 1.912 0.916 5.307

Summary:
- ΔE to the lowest compared entry with this formula, charge and spin: 38.1 kcal/mol
- E_tot: -3583.0530 hartree
- Charge: -2
- Frontier orbital gap: 7.046 eV



ORCA calculation (ωB97M-V/def2-TZVPD) on the molecule C14H21N3O4S2 in a non-equilibrium geometry.

CARTESIAN COORDINATES (ANGSTROEM)
C: -5.545 -2.130 -0.487
O: -4.882 -1.003 0.029
C: -3.656 -0.688 -0.478
C: -2.993 -1.392 -1.468
C: -1.740 -0.994 -1.909
C: -1.130 0.120 -1.357
N: 0.118 0.533 -1.830
C: 1.070 1.275 -1.209
S: 2.020 2.262 -2.137
N: 1.184 1.216 0.148
C: 2.259 1.962 0.763
C: 3.533 1.108 0.739
N: 3.241 -0.272 1.103
S: 3.397 -1.376 -0.166
C: 5.195 -1.519 -0.265
O: 2.858 -2.620 0.297
O: 2.896 -0.861 -1.407
C: 1.978 -0.427 1.792
C: 0.812 0.023 0.896
C: -1.802 0.858 -0.378
C: -3.049 0.465 0.069
O: -3.773 1.117 1.019
C: -3.247 2.299 1.566
H: -5.749 -2.024 -1.558
H: -4.973 -3.048 -0.316
H: -6.488 -2.188 0.054
H: -3.443 -2.265 -1.912
H: -1.236 -1.557 -2.679
H: 0.295 0.394 -2.815
H: 2.418 2.881 0.196
H: 1.965 2.212 1.785
H: 4.284 1.510 1.427
H: 3.933 1.112 -0.277
H: 5.420 -2.333 -0.943
H: 5.603 -0.591 -0.640
H: 5.550 -1.738 0.732
H: 2.022 0.140 2.724
H: 1.870 -1.486 2.025
H: 0.587 -0.782 0.195
H: -0.080 0.217 1.504
H: -1.337 1.755 -0.003
H: -3.994 2.652 2.275
H: -2.305 2.117 2.096
H: -3.087 3.064 0.799

Summary:
- E_tot: -1807.6398 hartree
- Charge: 0
- SMILES string: COc1ccc(NC(=S)N2CCN(S(C)(=O)=O)CC2)cc1OC
- Frontier orbital gap: 8.147 eV



ORCA calculation (ωB97M-V/def2-TZVPD) on a structure of composition C19H49O22S6V in a non-equilibrium geometry.

CARTESIAN COORDINATES (ANGSTROEM)
O: 0.424 -1.428 3.841
V: 0.662 -0.772 2.452
O: 0.857 0.277 -1.419
C: 0.817 0.029 -0.142
O: -0.019 -0.736 0.311
O: 1.614 0.497 0.642
H: 1.639 0.826 -1.518
O: 0.835 -5.154 2.397
S: 1.441 -4.277 1.443
O: 1.468 -2.819 1.638
O: 3.030 -4.830 1.279
C: 3.229 -6.287 1.386
C: 4.149 -6.845 0.251
C: 0.804 -4.579 -0.195
H: 2.254 -6.765 1.295
H: 3.447 -6.647 2.392
H: 3.834 -6.688 -0.781
H: 4.383 -7.888 0.461
H: 5.077 -6.274 0.242
H: 1.032 -5.620 -0.423
H: 1.419 -3.845 -0.716
H: -0.253 -4.332 -0.102
O: 3.376 1.456 -1.644
S: 4.685 1.132 -2.280
O: 4.851 0.477 -3.576
O: 5.576 2.578 -2.227
C: 6.708 2.691 -3.037
C: 6.902 4.195 -3.297
C: 5.645 0.159 -1.096
H: 6.667 2.242 -4.029
H: 7.555 2.291 -2.480
H: 6.089 4.713 -3.805
H: 7.795 4.274 -3.918
H: 7.006 4.744 -2.361
H: 5.523 -0.924 -1.138
H: 5.325 0.498 -0.110
H: 6.660 0.506 -1.287
O: -2.914 -1.254 -5.113
S: -1.908 -1.635 -4.135
O: -1.350 -2.937 -4.181
O: -0.674 -0.461 -4.217
C: -0.929 0.843 -4.727
C: 0.346 1.694 -4.929
C: -2.369 -1.199 -2.455
H: -1.518 1.460 -4.049
H: -1.528 0.690 -5.625
H: 0.840 1.774 -3.961
H: 0.186 2.720 -5.263
H: 1.026 1.182 -5.609
H: -3.185 -1.843 -2.128
H: -2.579 -0.138 -2.321
H: -1.456 -1.398 -1.894
O: -2.654 -3.679 0.599
S: -2.435 -2.974 1.875
O: -1.240 -2.182 2.086
O: -3.694 -1.986 2.192
C: -5.036 -2.420 2.011
C: -5.681 -2.421 3.417
C: -2.551 -4.181 3.184
H: -5.147 -3.468 1.736
H: -5.576 -1.764 1.328
H: -5.772 -1.423 3.847
H: -5.112 -3.053 4.099
H: -6.650 -2.904 3.291
H: -2.396 -3.668 4.133
H: -1.702 -4.841 3.006
H: -3.481 -4.748 3.171
O: -1.696 3.012 2.393
S: -2.069 1.583 2.565
O: -1.086 0.494 2.777
O: -3.309 1.459 3.715
C: -3.961 2.642 4.075
C: -3.276 3.446 5.145
C: -3.080 1.166 1.036
H: -4.956 2.392 4.444
H: -4.104 3.314 3.228
H: -2.294 3.793 4.825
H: -3.111 2.918 6.084
H: -3.879 4.307 5.437
H: -3.572 2.135 0.958
H: -3.770 0.361 1.292
H: -2.432 0.942 0.188
O: -1.540 4.393 -3.293
S: -1.408 3.848 -1.923
O: -1.857 2.518 -1.480
O: 0.178 4.033 -1.385
C: 0.481 3.616 -0.038
C: 0.870 4.785 1.004
C: -2.237 5.049 -0.806
H: 1.413 3.051 -0.012
H: -0.294 2.929 0.303
H: 1.016 4.508 2.048
H: 0.197 5.643 1.018
H: 1.782 5.263 0.648
H: -1.909 4.969 0.230
H: -3.292 4.798 -0.914
H: -2.170 5.972 -1.382

Summary:
- <S²>: 0.779
- ΔE to the lowest compared entry with this formula, charge and spin: 136.9 kcal/mol
- E_tot: -5741.3896 hartree
- Charge: +1
- Spin multiplicity: 2
- Frontier orbital gap (spin up / spin down): 7.099 / 7.592 eV